1.
Here is an isolated molecule of C3H6N6 in a non-equilibrium geometry from the OMol25 dataset. Energies are from ωB97M-V with the def2-TZVPD basis set.

Last columns: bonded neighbours and bond lengths (Å).
Cartesian coordinates (Å):
1 H -1.2656 -2.4349 0.0826  N8 1.022
2 C -2.1905 0.3934 -0.0536  H4 1.050, N6 1.475, N14 1.241
3 N -0.3978 2.0471 0.1886  N6 1.444, H10 1.116, H13 1.019
4 H -2.9846 0.9970 0.2729  C2 1.050
5 N 1.1431 -0.7855 -0.0690  N7 1.361, C9 1.271
6 N -0.7618 0.7143 -0.2308  C2 1.475, N3 1.444, C9 1.373
7 N 1.9876 0.2604 -0.2846  N5 1.361, C11 1.419
8 N -1.0285 -1.4461 0.1830  H1 1.022, C9 1.412, N14 1.370
9 C -0.0813 -0.4785 -0.2188  N5 1.271, N6 1.373, N8 1.412
10 H 0.1294 2.1607 1.1659  N3 1.116
11 C 3.2332 -0.2507 0.1646  N7 1.419, H12 1.163, H15 1.278
12 H 4.0277 0.5980 0.2037  C11 1.163
13 H 0.1448 2.5031 -0.5432  N3 1.019
14 N -2.2510 -0.8412 0.0522  C2 1.241, N8 1.370
15 H 3.3394 -1.4519 0.5894  C11 1.278

## Properties
- F_max: 7.772 eV/A
- HOMO: -0.2843 hartree
- HOMO-LUMO gap: 8.56 eV
- ΔE to the lowest compared entry with this formula, charge and spin: 174.5 kcal/mol
- E: -12143.127 eV
- SMILES string: C=N/N=c1/[nH]ncn1N

***

2.
Here is the ion C3H6NO with charge +1 in a non-equilibrium geometry from the OMol25 dataset. Energies are from ωB97M-V with the def2-TZVPD basis set.

Last columns: bonded neighbours and bond lengths (Å).
Cartesian coordinates (Å):
1 H 1.0824 1.1333 -1.0561  C11 1.137
2 C -1.0402 -0.7030 -0.3377  C3 1.879, N6 1.204, H8 1.129
3 C 0.3900 -0.0040 0.6613  C2 1.879, H4 1.136, H9 1.112, C11 1.352
4 H 0.6129 -0.9305 1.2798  C3 1.136
5 O -3.0635 0.4783 0.1597  N6 1.192
6 N -2.0684 -0.1312 -0.0836  C2 1.204, O5 1.192
7 H 2.0692 1.0216 0.2700  C11 1.142
8 H -0.8956 -1.4938 -1.1305  C2 1.129
9 H 0.0017 0.7929 1.3319  C3 1.112
10 H 1.5995 -0.5166 -0.8331  C11 1.080
11 C 1.3119 0.3529 -0.2616  H1 1.137, C3 1.352, H7 1.142, H10 1.080

## Properties
- F_max: 6.575 eV/A
- HOMO: -0.6080 hartree
- Charge: +1
- HOMO-LUMO gap: 9.31 eV
- ΔE to the lowest compared entry with this formula, charge and spin: 108.7 kcal/mol
- E: -6733.264 eV
- SMILES string: CCC=[N+]=O

***

3.
Here is the ion C3H6NO with charge +1 in a non-equilibrium geometry from the OMol25 dataset. Energies are from ωB97M-V with the def2-TZVPD basis set.

Last columns: bonded neighbours and bond lengths (Å).
Cartesian coordinates (Å):
1 H -0.3103 1.9928 0.7349  C4 1.071
2 O -0.9919 -1.1615 0.2737  C7 1.502, C8 1.456
3 H -1.7548 0.4164 -1.3180  C7 1.147
4 C -0.6762 0.9905 0.8277  H1 1.071, C7 1.503, C8 1.524, H11 1.143
5 H 1.0063 -1.3761 -1.1740  N6 1.109
6 N 1.2410 -0.6170 -0.3999  H5 1.109, C8 1.381, H9 0.957, H10 1.107
7 C -1.2279 0.1970 -0.3231  O2 1.502, H3 1.147, C4 1.503, C8 1.430
8 C 0.0652 -0.1663 0.1681  O2 1.456, C4 1.524, N6 1.381, C7 1.430
9 H 1.8112 -0.1043 -0.9723  N6 0.957
10 H 1.9890 -0.9777 0.3327  N6 1.107
11 H -1.1517 0.8063 1.8502  C4 1.143

## Properties
- F_max: 5.591 eV/A
- HOMO: -0.5316 hartree
- Charge: +1
- HOMO-LUMO gap: 10.09 eV
- ΔE to the lowest compared entry with this formula, charge and spin: 85.7 kcal/mol
- E: -6734.259 eV
- SMILES string: [NH3+][C@@]12C[C@@H]1O2